Record 1
Here is C6H7MgO6 as an isolated structure in a non-equilibrium geometry from the OMol25 dataset. Energies are from ωB97M-V/def2-TZVPD.

Properties
- LUMO (spin up / spin down): -0.097 / -1.180 eV
- Multiplicity: 2
- Molecular weight: 199.42 u
- Net charge: 0
- Relative energy (zero: lowest compared OMol25 entry of this formula, charge and spin): 0.048 eV
- Kohn-Sham gap (spin up / spin down): 7.273 / 9.184 eV

Positions of all 20 atoms, in Å:
Mg: 4.317 0.213 -1.204
O: 1.630 1.910 0.836
O: 2.638 0.048 0.157
O: 3.473 1.938 -0.496
O: -3.243 1.938 -1.484
O: -2.649 1.445 0.591
O: -2.408 -0.071 -1.079
C: 1.395 -0.589 0.707
C: -2.791 1.156 -0.693
C: -0.886 -1.434 0.145
C: -2.132 -1.076 -0.154
C: 2.618 1.433 0.290
C: 0.363 -0.807 -0.391
H: -0.786 -2.283 0.826
H: 0.795 -1.467 -1.160
H: -3.019 -1.578 0.236
H: 0.136 0.149 -0.880
H: 1.791 -1.546 1.069
H: 0.968 -0.118 1.599
H: -2.210 0.737 1.090

=====

Record 2
Here is C4H6FN as an isolated structure in a non-equilibrium geometry from the OMol25 dataset. Energies are from ωB97M-V/def2-TZVPD.

Properties
- LUMO: 0.549 eV
- Multiplicity: 1
- Molecular weight: 87.10 u
- Net charge: 0
- Relative energy (zero: lowest compared OMol25 entry of this formula, charge and spin): 5.264 eV
- Kohn-Sham gap: 9.977 eV

Positions of all 12 atoms, in Å:
F: -1.149 0.265 -1.592
N: 0.801 1.150 0.482
C: -0.740 0.742 0.578
C: 0.462 -1.060 -0.687
C: 0.997 -2.136 -1.015
C: -0.823 -0.383 -0.424
H: -1.746 -0.973 0.008
H: 1.970 -2.553 -1.170
H: 1.640 1.312 1.505
H: -1.546 1.334 0.655
H: -0.823 0.150 1.627
H: 0.956 2.151 0.033

=====

Record 3
Here is a 10-piece molecular cluster, C5H29NO9 overall in a non-equilibrium geometry from the OMol25 dataset. Energies are from ωB97M-V/def2-TZVPD.

Properties
- LUMO: 0.019 eV
- Multiplicity: 1
- Molecular weight: 247.28 u
- Net charge: 0
- SMILES: C/C=C/CCN.O.O.O.O.O.O.O.O.O
- Relative energy (zero: lowest compared OMol25 entry of this formula, charge and spin): 2.746 eV
- Kohn-Sham gap: 9.616 eV

Positions of all 44 atoms, in Å:
O: -1.343 -0.395 -4.065
O: 1.646 1.409 -3.218
O: 0.560 3.804 0.198
O: -1.234 1.448 0.873
O: 2.698 2.538 -0.782
O: -1.299 2.195 -2.286
O: 0.722 1.095 2.482
O: 2.306 -1.512 -1.073
O: -0.805 0.319 4.810
N: -2.216 -0.742 -0.835
C: -1.795 -2.150 -0.966
C: -1.520 -2.890 0.402
C: 1.529 -2.292 2.741
C: -0.491 -2.173 1.223
C: 0.560 -2.852 1.738
H: 1.248 -1.252 2.887
H: 0.629 -3.929 1.638
H: -1.763 2.209 1.154
H: -0.639 -0.908 -4.477
H: -1.915 -0.332 0.060
H: 0.715 1.319 -3.417
H: 2.003 0.502 -3.141
H: -1.644 -0.809 -3.241
H: -0.361 -0.536 4.676
H: 1.461 3.438 0.098
H: -0.715 0.606 3.884
H: -1.596 1.272 -2.236
H: -2.479 -2.962 0.881
H: -0.554 -1.117 1.491
H: 1.543 -2.701 3.737
H: -3.223 -0.725 -0.692
H: -2.532 -2.754 -1.503
H: 1.804 -2.100 -0.494
H: -1.165 -3.914 0.240
H: 2.553 -2.442 2.367
H: -0.392 2.350 -2.552
H: -0.887 -2.280 -1.553
H: 0.475 2.025 2.554
H: 1.911 2.017 -0.564
H: -1.349 1.715 -0.060
H: -0.009 3.792 -0.563
H: 2.972 2.594 -1.688
H: 2.936 -1.983 -1.617
H: 0.782 0.835 1.553

=====

Record 4
Here is C29H72BrFGaN10O7P4S as an isolated structure in a non-equilibrium geometry from the OMol25 dataset. Energies are from ωB97M-V/def2-TZVPD.

Properties
- LUMO: 0.580 eV
- Multiplicity: 1
- Molecular weight: 997.55 u
- Net charge: -1
- Kohn-Sham gap: 5.768 eV

Positions of all 126 atoms, in Å:
Br: -6.526 5.481 -5.074
Ga: -4.535 1.683 -5.464
S: -4.197 1.490 -3.190
P: 0.343 -0.788 5.034
P: -1.608 -4.933 0.425
P: 4.494 3.839 0.472
P: -4.671 -0.529 -6.348
F: -3.135 2.712 -2.646
O: -3.825 -0.565 -7.852
O: -1.772 -5.140 1.940
O: 1.444 -0.436 4.022
O: -3.481 0.183 -2.865
O: -5.443 1.522 -2.348
O: 3.566 3.468 -0.696
O: -4.107 -1.699 -5.230
N: -0.979 -1.211 6.144
N: -6.233 -0.811 -6.617
N: -0.312 -6.088 0.308
N: -0.915 -3.352 0.653
N: 1.086 -2.327 5.377
N: -1.520 -4.686 -1.333
N: 0.918 0.363 6.204
N: 5.533 4.358 1.819
N: 5.801 2.861 -0.129
N: 3.563 2.883 1.589
C: -2.165 -3.423 -1.794
C: 4.781 4.929 2.969
C: -6.275 2.610 -6.024
C: -0.526 3.515 -5.724
C: 1.101 1.958 -4.264
C: 2.192 2.535 1.186
C: 0.701 1.762 5.824
C: 1.560 -2.740 6.686
C: 2.474 1.808 -3.470
C: 6.447 5.455 1.424
C: 4.080 1.760 2.353
C: 0.412 -2.960 0.209
C: -1.233 0.997 -5.066
C: -1.555 2.343 -5.743
C: -2.954 2.578 -6.481
C: -1.151 -2.701 1.947
C: 6.427 3.381 -1.347
C: -6.962 3.530 -4.903
C: 0.805 -6.060 -0.628
C: -2.105 -0.252 6.058
C: -8.571 3.314 -5.062
C: -1.618 -2.523 5.842
C: 2.041 -2.842 4.385
C: 0.108 0.772 -4.310
C: 0.838 0.253 7.654
C: 0.812 3.313 -4.978
C: 6.812 2.169 0.659
C: -2.250 -5.738 -2.079
C: -0.729 -7.479 0.502
H: -0.180 0.356 8.044
H: -1.271 -7.877 -0.361
H: -3.285 -5.826 -1.731
H: 1.255 -0.672 8.036
H: -2.458 -0.145 5.027
H: -1.837 0.735 6.430
H: -9.182 4.116 -4.534
H: 1.805 -3.808 6.689
H: 3.009 -2.329 4.458
H: 7.060 4.252 -1.152
H: 1.555 -6.810 -0.350
H: -1.777 -6.714 -1.988
H: -0.345 2.064 5.921
H: 2.463 -2.191 6.985
H: -1.384 -7.576 1.372
H: 1.558 4.169 -4.946
H: -7.031 1.830 -6.370
H: -8.764 3.244 -6.192
H: -2.193 -2.800 2.257
H: 4.979 2.018 2.916
H: -3.157 -1.907 -5.386
H: -6.715 3.246 -3.829
H: -6.027 3.309 -6.913
H: 0.512 -6.273 -1.662
H: 3.361 1.452 3.119
H: 5.894 6.296 0.989
H: 1.671 3.397 0.766
H: 7.529 2.845 1.138
H: -0.742 4.500 -6.248
H: 5.469 5.297 3.737
H: 7.391 1.489 0.024
H: -2.468 -2.701 6.508
H: -8.798 2.262 -4.645
H: 6.390 1.525 1.423
H: -2.269 -5.522 -3.154
H: 2.187 1.723 0.448
H: 5.674 3.682 -2.080
H: 4.278 0.891 1.713
H: 4.158 4.199 3.482
H: 1.200 -3.436 0.808
H: 3.193 2.661 -3.721
H: 7.195 5.132 0.704
H: 0.792 -2.637 7.454
H: 1.594 2.211 2.043
H: 4.138 5.757 2.651
H: 0.543 -1.876 0.290
H: -1.970 -2.563 4.806
H: 1.658 -2.728 3.370
H: 7.013 5.830 2.286
H: 0.998 1.940 4.786
H: -1.651 -2.527 -1.453
H: -0.957 -3.372 6.004
H: -3.128 3.716 -6.550
H: -4.245 -1.304 -8.350
H: 1.349 -5.122 -0.616
H: -0.506 -3.124 2.729
H: -0.955 -1.625 1.897
H: -2.951 -0.577 6.676
H: -2.146 -3.355 -2.886
H: 7.050 2.624 -1.834
H: 0.573 -3.173 -0.850
H: 0.273 -0.237 -3.811
H: -2.938 2.216 -7.579
H: 2.931 0.771 -3.593
H: -3.205 -3.363 -1.459
H: -6.446 -1.654 -6.049
H: -2.020 0.163 -5.136
H: 1.441 1.036 8.130
H: 2.229 1.930 -2.348
H: 2.218 -3.913 4.520
H: 1.298 2.443 6.439
H: 0.128 -8.134 0.683

=====

Record 5
Here is a 2-piece molecular cluster, C6H14N2O4S overall in a non-equilibrium geometry from the OMol25 dataset. Energies are from ωB97M-V/def2-TZVPD.

Properties
- LUMO: 0.699 eV
- Multiplicity: 1
- Molecular weight: 210.26 u
- Net charge: 0
- SMILES: NCCS(=O)(=O)[C@H]1OC1=O.CNC
- Relative energy (zero: lowest compared OMol25 entry of this formula, charge and spin): 5.072 eV
- Kohn-Sham gap: 9.917 eV

Positions of all 27 atoms, in Å:
S: 0.838 -0.759 -1.114
O: -1.468 -1.018 -2.647
O: 1.225 -1.259 0.171
O: 1.550 -1.160 -2.307
O: -1.240 -3.359 -2.896
N: -1.835 0.417 1.993
N: 2.803 1.367 -2.169
C: 2.152 1.506 -0.905
C: -1.228 -2.289 -2.399
C: -0.671 0.994 2.622
C: -1.946 -1.049 2.152
C: -0.937 -1.348 -1.317
C: 0.654 1.010 -1.054
H: 2.114 2.571 -0.488
H: -0.766 0.828 3.690
H: 0.070 1.342 -0.213
H: -2.610 0.853 2.411
H: 0.350 1.528 -1.992
H: 2.498 0.899 -0.062
H: 2.508 0.406 -2.415
H: -0.650 2.010 2.489
H: -1.671 -1.221 -0.600
H: -1.808 -1.263 3.267
H: 0.167 0.376 2.289
H: 3.722 1.440 -1.828
H: -1.066 -1.425 1.551
H: -2.756 -1.397 1.773

=====

Record 6
Here is HN3O3 in the gas phase in a non-equilibrium geometry from the OMol25 dataset. Energies are from ωB97M-V/def2-TZVPD.

Properties
- LUMO: -0.652 eV
- Multiplicity: 1
- Molecular weight: 91.03 u
- Net charge: 0
- SMILES: [H]/N=N\O[N+](=O)[O-]
- Relative energy (zero: lowest compared OMol25 entry of this formula, charge and spin): 4.662 eV
- Kohn-Sham gap: 10.446 eV

Positions of all 7 atoms, in Å:
O: 0.005 -0.137 -0.189
O: 1.975 0.370 -0.247
O: 1.603 -1.676 0.441
N: 1.252 -0.573 0.078
N: -1.183 -0.073 0.499
N: -1.951 0.770 0.137
H: -1.699 1.320 -0.718

=====

Record 7
Here is C4H9NO2 in the gas phase from the OMol25 dataset. Energies are from ωB97M-V/def2-TZVPD.

Properties
- LUMO: 0.809 eV
- Multiplicity: 1
- Molecular weight: 103.12 u
- Net charge: 0
- Relative energy (zero: lowest compared OMol25 entry of this formula, charge and spin): 3.338 eV
- Kohn-Sham gap: 7.163 eV

Positions of all 16 atoms, in Å:
O: -0.601 1.794 1.178
O: -0.661 1.851 -1.494
N: 0.263 -0.247 -1.179
C: -0.005 0.793 -1.921
C: 0.417 0.728 1.037
C: -0.010 -0.396 0.192
C: 0.014 -1.817 0.674
H: 0.301 0.806 -2.962
H: -0.293 -1.850 1.725
H: 0.679 0.385 2.046
H: 1.274 1.292 0.635
H: -0.812 1.834 -0.502
H: -1.386 1.322 1.495
H: -0.706 -2.448 0.135
H: 0.713 -1.020 -1.668
H: 0.996 -2.330 0.615